Model a:
Computed, not measured: a cluster of 2 separate species, C4H8N3S in total, with ωB97M-V/def2-TZVPD.

total charge: +1
HOMO energy (spin up / spin down): -11.31 / -11.32 eV
multiplicity: 1
Kohn-Sham gap (spin up / spin down): 5.25 / 5.26 eV

Bonds (Å) are listed after each position.
Cartesian coordinates (Å):
1 C -2.34 -0.40 -0.43  C2 1.396, N5 1.354, H9 1.091
2 C -2.05 -0.50 0.94  C1 1.396, N6 1.400, H10 1.093
3 C -0.29 0.40 -0.12  C4 1.380, N5 1.308, N6 1.399
4 C 1.00 0.81 -0.43  C3 1.380, N7 1.343, H11 1.156
5 N -1.20 0.07 -0.99  C1 1.354, C3 1.308, H14 0.990
6 N -0.80 0.10 1.14  C2 1.400, C3 1.399, H12 1.051
7 N 1.86 1.50 0.33  C4 1.343, H13 1.002, H15 1.005
8 S 1.12 -2.20 -0.06  H16 1.403
9 H -3.19 -0.59 -1.08  C1 1.091
10 H -2.51 -1.06 1.75  C2 1.093
11 H 1.17 0.85 -1.57  C4 1.156
12 H -0.18 0.04 1.99  N6 1.051
13 H 2.77 1.60 -0.09  N7 1.002
14 H -1.04 0.31 -1.94  N5 0.990
15 H 2.02 1.72 1.30  N7 1.005
16 H 1.98 -3.05 0.64  S8 1.403



Model b:
Computed, not measured: the ion C4H8N3S with charge +1, with ωB97M-V/def2-TZVPD.

total charge: +1
HOMO energy (spin up / spin down): -13.32 / -12.68 eV
multiplicity: 1
Kohn-Sham gap (spin up / spin down): 6.85 / 5.55 eV

Bonds (Å) are listed after each position.
Cartesian coordinates (Å):
1 C 1.89 -0.67 0.44  C2 1.365, C4 1.466, H9 1.083
2 C 1.36 -1.30 1.53  C1 1.365, S8 1.682, H10 1.085
3 C -0.04 0.40 -0.70  C4 1.548, N5 1.267, N6 1.325
4 C 1.38 0.59 -0.10  C1 1.466, C3 1.548, H11 1.092, H12 1.088
5 N -0.10 -0.14 -1.84  C3 1.267, H13 1.006
6 N -0.97 0.83 0.14  C3 1.325, N7 1.443
7 N -2.35 0.60 -0.21  N6 1.443, H14 1.039, H15 1.031, H16 1.035
8 S 0.05 -0.75 2.43  C2 1.682
9 H 2.72 -1.15 -0.08  C1 1.083
10 H 1.78 -2.25 1.86  C2 1.085
11 H 1.23 1.31 0.70  C4 1.092
12 H 2.02 0.98 -0.88  C4 1.088
13 H -0.89 -0.13 -2.47  N5 1.006
14 H -2.59 0.94 -1.16  N7 1.039
15 H -2.88 1.14 0.49  N7 1.031
16 H -2.62 -0.40 -0.15  N7 1.035



What is the least stable structure shown above? It is model b.